[1]
DFT (wB97M-V/def2-TZVPD) results for a molecular structure, C33H44N2O4P2Pd at a distorted geometry.

Results
Frontier orbital gap in eV: 6.40
Total charge: 0

Geometry as XYZ:
```
86
Properties=species:S:1:pos:R:3:mulliken_charge:R:1
Pd -0.060 -0.506 -0.225 0.214
C 3.764 -1.143 1.712 -0.837
C 3.801 -1.228 0.184 0.532
C 5.215 -0.953 -0.334 -1.688
P 2.341 -0.287 -0.541 1.045
C 2.776 -0.190 -2.367 0.487
C 3.673 0.999 -2.697 -1.511
C 1.477 -0.166 -3.173 -1.531
C 2.306 1.435 0.029 -0.148
C 3.404 2.074 0.587 -0.486
C 3.332 3.366 1.083 0.515
C 4.536 4.057 1.642 -1.769
C 2.094 4.009 1.051 -1.031
C 0.986 3.403 0.515 -0.805
C 1.052 2.110 -0.049 0.022
N -0.036 1.494 -0.577 1.166
C -1.129 2.161 -1.046 -0.965
C -1.056 3.442 -1.628 -0.346
C -2.191 4.104 -2.040 -0.995
C -3.452 3.530 -1.908 0.424
C -4.689 4.259 -2.333 -1.743
C -3.528 2.234 -1.416 -0.576
C -2.402 1.533 -1.015 -0.228
P -2.429 -0.185 -0.418 1.200
C -3.761 -1.097 -1.382 0.646
C -3.530 -0.818 -2.867 -1.433
C -5.225 -0.903 -0.995 -1.336
C -3.095 0.023 1.319 0.486
C -3.048 -1.324 2.036 -1.582
C -2.192 1.032 2.028 -1.645
H 4.720 -1.458 2.127 0.507
H 2.988 -1.786 2.118 -0.182
H 3.562 -0.127 2.046 0.269
H 3.547 -2.259 -0.110 0.503
H 5.577 0.024 -0.025 0.233
H 5.285 -1.030 -1.415 0.375
H 5.886 -1.703 0.087 0.548
H 3.304 -1.127 -2.585 0.779
H 3.133 1.935 -2.574 0.282
H 4.022 0.935 -3.726 0.451
H 4.541 1.032 -2.045 0.331
H 0.951 0.779 -3.021 0.107
H 0.822 -0.988 -2.855 0.239
H 1.684 -0.276 -4.237 0.584
H 4.348 1.557 0.633 0.043
H 5.452 3.595 1.284 0.382
H 4.544 4.017 2.732 0.307
H 4.533 5.105 1.350 0.404
H 2.007 5.005 1.462 0.404
H 0.029 3.903 0.558 0.552
H -0.090 3.910 -1.752 0.631
H -2.099 5.089 -2.475 0.401
H -4.551 5.335 -2.262 0.402
H -5.539 3.970 -1.719 0.377
H -4.930 4.019 -3.369 0.303
H -4.496 1.767 -1.341 0.237
H -3.507 -2.151 -1.195 0.510
H -3.865 0.183 -3.134 0.293
H -4.076 -1.535 -3.478 0.484
H -2.466 -0.899 -3.102 0.288
H -5.557 0.123 -1.131 0.181
H -5.413 -1.194 0.036 0.295
H -5.841 -1.529 -1.639 0.496
H -4.123 0.406 1.279 0.795
H -2.032 -1.717 1.989 0.177
H -3.710 -2.058 1.580 0.312
H -3.322 -1.210 3.085 0.504
H -1.146 0.712 1.964 0.113
H -2.457 1.111 3.080 0.577
H -2.279 2.021 1.579 0.306
O 0.635 -0.772 1.934 -0.236
C 0.417 -1.796 2.605 -0.934
C 0.249 -3.135 2.144 1.463
C 0.171 -4.159 3.097 -0.538
C 0.021 -5.479 2.718 -0.761
C -0.066 -5.825 1.355 -0.489
C -0.072 -4.845 0.412 -0.793
C 0.102 -3.461 0.737 0.265
O 0.122 -2.626 -0.212 -0.255
N -0.060 -6.489 3.708 0.996
O -0.202 -7.646 3.342 -0.650
O 0.004 -6.156 4.883 -0.639
H 0.341 -1.677 3.703 0.085
H 0.254 -3.935 4.152 0.564
H -0.130 -6.868 1.082 0.512
H -0.155 -5.080 -0.637 0.524
```

[2]
DFT (wB97M-V/def2-TZVPD) results for a gas-phase ion, C4H11N2 (charge +1) at a distorted geometry.

Results
Frontier orbital gap in eV: 9.28
Total charge: +1
SMILES string: CC(N)=[N+](C)C

Geometry as XYZ:
```
17
Properties=species:S:1:pos:R:3:mulliken_charge:R:1
C -1.804 -0.976 -0.238 -1.193
C -0.923 0.167 -0.212 0.706
N -1.359 1.363 0.118 -0.277
N 0.793 -0.074 -0.312 0.021
C 1.496 1.118 -0.080 -1.217
C 1.360 -1.289 0.301 -0.872
H -2.056 -1.363 0.754 0.314
H -1.442 -1.674 -0.897 0.371
H -2.825 -0.544 -0.642 0.384
H -2.411 1.578 0.157 0.290
H -0.710 2.122 0.345 0.252
H 1.337 1.444 0.951 0.389
H 1.223 1.747 -0.954 0.418
H 2.645 1.025 -0.322 0.413
H 0.972 -2.188 -0.260 0.306
H 1.252 -1.477 1.274 0.331
H 2.451 -0.977 0.018 0.366
```

[3]
DFT (wB97M-V/def2-TZVPD) results for a molecular structure, C19H18NOSZn at a distorted geometry.

Results
Frontier orbital gap in eV: 3.27
Total charge: -1

Geometry as XYZ:
```
41
Properties=species:S:1:pos:R:3:mulliken_charge:R:1
C 0.768 -2.084 1.920 -0.144
C -0.732 -2.242 1.857 -0.340
C -1.066 -2.348 0.452 -0.721
H -1.299 -2.637 2.694 0.583
C 0.115 -2.223 -0.320 -0.474
C 1.239 -2.079 0.545 -1.257
H 2.283 -2.072 0.252 0.500
H 1.337 -2.370 2.791 0.596
H -2.075 -2.476 0.082 0.405
H 0.186 -2.496 -1.369 0.790
C -1.117 2.296 0.182 -0.434
C -1.013 2.258 1.588 -0.770
C 0.388 2.357 1.939 -0.398
H -1.837 2.215 2.287 0.429
C 1.141 2.417 0.756 -0.900
C 0.228 2.340 -0.374 -0.161
H 0.484 2.630 -1.395 0.646
H -2.030 2.291 -0.412 0.470
H 0.816 2.462 2.952 0.503
H 2.227 2.497 0.688 0.414
Zn 0.302 0.137 -0.492 -0.053
O -0.910 0.231 -1.916 -0.173
C -1.215 -0.733 -2.882 -0.886
C -0.075 -1.049 -3.776 -0.427
H -1.527 -1.682 -2.410 0.245
H -2.028 -0.322 -3.502 0.470
H 0.592 -1.855 -3.464 0.071
H 1.076 -2.020 -5.950 0.311
C 0.819 -0.963 -6.051 -0.645
C 0.221 -0.316 -4.920 0.790
C -0.094 1.082 -5.055 -0.467
H -0.503 1.595 -4.179 0.226
C 0.125 1.746 -6.252 -0.430
H -0.104 2.811 -6.328 0.328
C 0.634 1.057 -7.364 -0.435
H 0.774 1.579 -8.310 0.304
C 0.968 -0.302 -7.258 -0.379
H 1.347 -0.842 -8.128 0.311
S -0.196 -0.472 2.277 0.464
C -0.137 -0.301 3.973 0.150
N -0.109 -0.115 5.133 -0.516
```

[4]
DFT (wB97M-V/def2-TZVPD) results for a molecular structure, C25H41CuN5O2P2.

Results
Frontier orbital gap in eV: 8.32
Total charge: +1

Geometry as XYZ:
```
76
Properties=species:S:1:pos:R:3:mulliken_charge:R:1
Cu 0.410 0.546 -0.293 -1.122
C 3.897 0.258 -0.583 -1.043
P 2.392 -0.357 0.262 1.053
C 2.663 -2.169 0.205 -1.346
C 2.800 0.026 2.017 -0.938
C 1.708 -0.454 2.964 -1.366
P 0.012 0.131 2.435 0.642
C -0.976 -0.979 3.533 -1.399
C -0.077 1.673 3.444 -1.390
H 4.793 -0.120 -0.094 0.484
H 3.905 1.346 -0.570 0.276
H 3.876 -0.072 -1.621 0.295
H 3.632 -2.425 0.635 0.384
H 2.627 -2.492 -0.834 0.417
H 1.872 -2.678 0.752 0.424
H 2.916 1.112 2.092 0.348
H 3.762 -0.438 2.263 0.644
H 1.911 -0.109 3.983 0.562
H 1.685 -1.546 2.978 0.452
H -0.608 -0.951 4.557 0.396
H -0.928 -2.000 3.158 0.390
H -2.016 -0.654 3.510 0.411
H 0.095 1.458 4.498 0.558
H -1.059 2.123 3.310 0.341
H 0.674 2.373 3.086 0.280
C 4.700 1.292 -4.586 -1.397
C 3.504 2.143 -4.292 0.744
C 2.251 1.828 -4.800 -1.062
C 1.135 2.603 -4.531 -0.231
C 1.253 3.720 -3.713 0.592
N 0.197 4.573 -3.353 -0.014
C -1.154 4.595 -3.503 0.144
O -1.779 5.602 -3.242 -0.665
N -1.827 3.456 -3.969 0.007
C -1.792 2.199 -3.398 -0.555
C -2.712 1.215 -3.775 -0.545
C -2.639 -0.028 -3.175 -0.843
C -1.671 -0.265 -2.208 -0.481
N -0.811 0.675 -1.830 -0.434
C -0.866 1.868 -2.408 0.454
C 2.511 4.050 -3.208 -0.505
C 3.616 3.278 -3.497 -0.820
H 4.504 0.626 -5.422 0.388
H 4.953 0.685 -3.717 0.221
H 5.568 1.906 -4.818 0.406
H 2.140 0.962 -5.434 0.416
H 0.192 2.344 -4.979 0.532
H 0.517 5.457 -2.975 0.231
H -2.719 3.710 -4.379 0.346
H -3.467 1.432 -4.518 0.477
H -3.336 -0.805 -3.444 0.447
H -1.581 -1.221 -1.714 0.519
H -0.162 2.598 -2.045 1.139
H 2.618 4.936 -2.599 0.440
H 4.582 3.558 -3.106 0.438
C 2.320 3.765 0.452 -0.993
N 1.025 4.388 0.352 0.567
C 1.008 5.834 0.348 -0.669
C -0.300 6.328 0.942 -0.854
C -1.440 5.675 0.176 -0.530
N -1.287 4.233 0.218 0.507
C -2.490 3.434 0.168 -1.090
C -0.096 3.622 0.385 -0.126
O -0.026 2.392 0.566 0.756
H 2.852 4.111 1.341 0.539
H 2.918 4.006 -0.430 0.366
H 2.176 2.688 0.513 -0.419
H 1.130 6.220 -0.673 0.211
H 1.857 6.184 0.943 0.452
H -0.374 7.411 0.875 0.410
H -0.346 6.033 1.992 0.310
H -1.447 6.028 -0.864 0.122
H -2.408 5.920 0.622 0.449
H -3.144 3.657 1.014 0.395
H -2.209 2.382 0.202 0.145
H -3.030 3.645 -0.756 0.311
```

[5]
DFT (wB97M-V/def2-TZVPD) results for a single C4H9NO2 molecule.

Results
Frontier orbital gap in eV: 8.91
Total charge: 0
SMILES string: N[C@]1(O)C[C@H]1CO

Geometry as XYZ:
```
16
Properties=species:S:1:pos:R:3:mulliken_charge:R:1
N 1.636 -0.476 1.871 -0.465
C 0.726 -0.686 0.844 0.714
O 0.198 -1.963 0.911 -0.538
C 0.906 0.063 -0.391 -0.512
C -0.444 0.453 0.167 -0.507
C -1.516 0.486 -0.944 -0.579
O -1.090 1.483 -1.886 -0.509
H 1.635 -1.070 2.686 0.222
H 2.473 0.061 1.704 0.194
H -0.716 -1.783 0.668 0.351
H 1.693 0.809 -0.422 0.288
H 0.836 -0.551 -1.284 0.197
H -0.481 1.375 0.741 0.205
H -1.611 -0.476 -1.476 0.292
H -2.516 0.758 -0.574 0.354
H -1.729 1.518 -2.613 0.293
```

[6]
DFT (wB97M-V/def2-TZVPD) results for a molecular structure, C63H110Cl3F3N5O7V2 at a distorted geometry.

Results
Frontier orbital gap (alpha / beta) in eV: 5.63 / 5.97
<S²>: 2.036
Total charge: +1
2S+1: 3

Geometry as XYZ:
```
193
Properties=species:S:1:pos:R:3:mulliken_charge:R:1
O 1.687 4.685 -3.637 -0.471
V 1.469 3.155 -3.541 0.840
O -2.595 1.421 -3.249 -0.564
V -1.097 1.128 -3.388 0.215
Cl -0.193 2.962 -2.031 -0.308
Cl 0.021 -0.270 -1.971 -0.495
Cl -0.038 2.493 -5.278 -0.400
C -1.358 0.234 4.397 -1.693
C -0.493 -0.763 3.517 2.563
C -0.173 -0.157 2.139 -0.515
C 0.942 0.922 2.324 1.152
C 2.247 0.226 2.825 -1.359
C 2.025 -0.460 4.159 2.147
N 0.780 -1.315 4.066 0.393
O 0.560 -1.849 5.322 -0.544
C 3.168 -1.386 4.384 -1.879
C 2.092 0.635 5.213 -1.098
C -1.402 -1.942 3.365 -1.492
H -1.223 -0.005 5.474 0.300
H -2.343 0.072 4.128 0.345
H -1.071 1.241 4.272 0.307
H 0.011 -0.989 1.429 0.380
H -1.118 0.264 1.805 -1.077
H 0.512 1.670 2.977 -0.892
H 1.142 1.430 1.344 0.035
H 2.988 1.065 2.937 0.572
H 2.534 -0.504 2.096 -0.094
H 3.125 -1.741 5.426 0.404
H 3.157 -2.321 3.814 0.335
H 4.112 -0.896 4.231 0.400
H 1.631 0.348 6.186 0.367
H 3.153 0.966 5.364 0.395
H 1.719 1.613 4.829 -0.341
H -0.870 -2.732 2.724 0.241
H -2.319 -1.745 2.890 -0.684
H -1.583 -2.393 4.300 0.858
H 0.507 -2.796 5.216 0.342
C -4.139 -1.240 -3.912 -1.281
C -3.300 -2.052 -4.856 1.654
C -4.208 -2.415 -6.038 -1.558
C -3.507 -3.084 -7.134 -0.760
C -2.344 -2.298 -7.567 -1.336
C -1.336 -1.884 -6.438 1.670
N -2.197 -1.270 -5.435 -0.241
O -1.336 -0.718 -4.375 1.808
C -0.479 -3.086 -5.933 -1.364
C -0.425 -0.764 -7.110 -1.549
C -2.877 -3.348 -4.082 -1.396
H -4.266 -0.245 -4.319 0.452
H -3.762 -1.254 -2.919 -0.561
H -5.109 -1.800 -4.001 0.612
H -5.090 -2.952 -5.716 0.436
H -4.569 -1.429 -6.349 0.488
H -4.083 -3.220 -8.030 0.484
H -3.152 -4.088 -6.898 0.372
H -2.657 -1.365 -7.992 0.395
H -1.717 -2.912 -8.268 0.398
H -0.911 -4.038 -6.195 0.279
H 0.509 -2.984 -6.321 0.635
H -0.340 -3.020 -4.813 -0.008
H -0.220 -1.204 -8.103 0.499
H -1.110 0.135 -7.236 0.319
H 0.472 -0.397 -6.615 0.025
H -2.467 -4.117 -4.731 0.331
H -3.764 -3.787 -3.653 0.569
H -2.046 -3.107 -3.383 0.087
H -0.900 -1.430 -3.895 -0.294
C 2.889 0.796 -4.547 -2.189
C 3.944 0.708 -3.415 2.514
C 5.393 0.613 -3.941 -0.938
C 6.411 0.866 -2.759 0.367
C 6.237 2.175 -2.035 -1.038
C 4.846 2.461 -1.521 1.358
N 3.833 2.043 -2.620 0.070
O 2.548 2.148 -2.091 1.008
C 4.570 1.597 -0.179 -0.806
C 4.556 3.940 -1.376 -1.698
C 3.672 -0.638 -2.733 -1.017
H 3.009 1.784 -4.977 0.693
H 1.890 0.473 -4.202 -0.386
H 3.173 0.080 -5.348 0.641
H 5.624 -0.422 -4.304 0.318
H 5.495 1.369 -4.803 0.298
H 7.397 0.834 -3.225 0.528
H 6.297 0.020 -2.094 -0.641
H 6.546 3.055 -2.653 0.338
H 6.997 2.135 -1.225 0.351
H 5.597 1.548 0.247 0.455
H 3.781 2.073 0.446 -0.095
H 4.184 0.696 -0.547 0.154
H 4.612 4.493 -2.312 0.436
H 3.557 4.108 -0.884 0.134
H 5.282 4.370 -0.664 0.414
H 3.018 -0.582 -1.833 -0.421
H 4.551 -1.056 -2.300 -0.238
H 3.188 -1.370 -3.333 0.535
H 2.285 1.327 -1.548 -0.168
C 0.122 5.615 7.158 -1.860
C -0.317 6.221 5.764 1.610
C -0.003 7.670 5.579 -1.050
C 0.070 8.069 4.127 -0.602
C 1.136 7.167 3.363 -1.316
C 0.556 5.779 3.287 2.091
N 0.456 5.435 4.700 -0.151
O 0.085 4.061 4.787 -0.023
C -0.665 5.656 2.374 -1.267
C 1.656 4.884 2.704 -2.129
C -1.837 6.119 5.637 -1.808
H 1.174 5.747 7.251 0.461
H -0.209 4.535 7.236 0.326
H -0.299 6.144 8.044 0.419
H -0.813 8.244 5.995 0.370
H 0.941 7.843 6.087 0.357
H 0.290 9.175 4.037 0.336
H -0.862 7.913 3.578 0.318
H 2.041 7.094 3.994 0.468
H 1.377 7.601 2.419 0.500
H -1.515 6.383 2.584 0.316
H -0.323 5.974 1.384 0.423
H -1.108 4.673 2.352 -0.099
H 2.170 5.359 1.832 0.306
H 2.439 4.795 3.449 0.470
H 1.297 3.900 2.537 0.219
H -2.272 6.739 4.793 0.310
H -2.286 6.537 6.582 0.481
H -2.109 5.101 5.540 0.341
H 0.726 3.768 5.485 0.253
C -5.663 -2.599 -0.508 -1.454
C -4.492 -2.387 0.462 1.879
C -5.090 -2.345 1.878 -1.344
C -5.493 -3.720 2.451 -0.956
C -4.305 -4.550 2.469 -0.945
C -3.593 -4.702 1.040 1.513
N -3.423 -3.326 0.570 0.493
O -2.837 -3.368 -0.701 0.403
C -2.249 -5.377 1.288 -1.791
C -4.484 -5.538 0.048 -1.504
C -3.782 -1.010 0.239 -0.415
H -6.295 -3.422 -0.238 0.522
H -5.377 -2.447 -1.556 -0.069
H -6.345 -1.703 -0.284 0.407
H -4.493 -1.834 2.597 0.083
H -5.996 -1.732 1.899 0.631
H -6.217 -4.212 1.828 0.338
H -5.896 -3.566 3.427 0.505
H -4.516 -5.531 2.868 0.503
H -3.541 -4.090 3.122 0.075
H -1.819 -5.729 0.391 0.469
H -1.583 -4.691 1.662 0.262
H -2.197 -6.249 2.004 0.286
H -4.169 -5.589 -0.989 0.102
H -4.485 -6.516 0.517 0.526
H -5.554 -5.240 -0.022 0.309
H -4.363 -0.110 0.390 0.172
H -3.775 -0.891 -0.876 -0.702
H -2.746 -0.959 0.611 0.038
H -2.026 -2.753 -0.716 -0.041
F 7.583 -0.028 0.859 -0.433
C 6.834 -1.118 0.634 0.987
C 5.733 -1.272 1.452 -0.460
C 4.959 -2.384 1.150 -0.141
C 5.352 -3.344 0.202 -1.144
C 6.459 -3.109 -0.574 -0.280
C 7.180 -1.977 -0.410 -0.764
H 5.367 -0.615 2.241 0.362
H 4.037 -2.602 1.592 0.483
H 4.657 -4.163 -0.020 0.661
H 6.790 -3.808 -1.354 0.368
H 8.044 -1.769 -1.060 0.417
F 0.921 -6.200 -4.735 -0.451
C 1.202 -5.450 -3.610 0.262
C 0.215 -5.381 -2.629 -0.725
C 0.597 -4.610 -1.472 0.159
C 1.845 -4.055 -1.324 -1.091
C 2.741 -4.157 -2.422 0.146
C 2.425 -4.807 -3.596 -0.762
H -0.661 -5.932 -2.551 0.788
H -0.077 -4.762 -0.617 0.031
H 2.087 -3.549 -0.404 0.839
H 3.742 -3.761 -2.202 0.130
H 3.140 -5.006 -4.356 0.631
F -1.653 2.572 1.983 -0.077
C -3.000 2.453 1.801 0.510
C -3.751 1.799 2.808 -0.573
C -5.073 1.603 2.605 -0.802
C -5.696 2.072 1.455 -0.857
C -4.972 2.700 0.484 -0.499
C -3.605 2.894 0.650 -0.609
H -3.229 1.443 3.689 0.767
H -5.721 1.163 3.310 0.506
H -6.740 1.950 1.391 0.478
H -5.482 3.108 -0.382 0.471
H -3.124 3.549 -0.084 0.482
```

[7]
DFT (wB97M-V/def2-TZVPD) results for a single C4H12N2S molecule at a distorted geometry.

Results
Frontier orbital gap in eV: 10.12
Total charge: 0
SMILES string: NC[C@@H](N)CCS

Geometry as XYZ:
```
19
Properties=species:S:1:pos:R:3:mulliken_charge:R:1
N -0.640 0.266 2.501 -0.535
C 0.083 0.311 1.291 -0.753
C -0.782 0.442 -0.006 -0.053
N -1.324 1.774 -0.085 -0.724
C 0.099 -0.063 -1.192 -0.799
C 0.566 -1.586 -1.262 -0.458
S 2.293 -1.835 -1.835 -0.229
H 0.092 0.170 3.171 0.257
H -1.306 -0.502 2.426 0.222
H 0.889 -0.474 1.218 0.428
H 0.646 1.352 1.230 0.227
H -1.575 -0.277 0.020 0.435
H -0.620 2.422 -0.356 0.264
H -1.648 2.009 0.819 0.300
H -0.482 0.233 -2.132 0.282
H 1.037 0.614 -1.167 0.364
H 0.398 -1.844 -0.202 0.307
H -0.086 -2.286 -1.914 0.352
H 2.359 -0.725 -2.525 0.113
```

[8]
DFT (wB97M-V/def2-TZVPD) results for a gas-phase ion, C2H3N2O2 (charge -1) at a distorted geometry.

Results
Frontier orbital gap (alpha / beta) in eV: 7.21 / 7.01
Total charge: -1

Geometry as XYZ:
```
9
Properties=species:S:1:pos:R:3:mulliken_charge:R:1
C 1.046 -0.325 0.241 -0.169
C 0.112 -1.268 0.436 -0.634
N 0.593 0.740 -0.666 -0.412
N -1.791 0.157 -0.537 0.140
O -1.919 0.948 0.409 -0.392
O -0.558 0.473 -1.428 -0.256
H 2.162 -0.280 0.329 0.342
H 0.213 -1.993 1.274 0.124
H 0.142 1.548 -0.058 0.257
```

What are the E_tot values for these records? In order: -68161.5709 -7297.3032 -82779.5932 -101351.6814 -9876.5636 -185983.9323 -18156.8586 -9190.9484 eV.